[1]
CH9N2O2 | ωB97M-V/def2-TZVPD

HOMO energy: -0.5591 hartree
LUMO: -2.9 eV
molar mass: 81.09 g mol⁻¹
energy relative to the best compared isomer or geometry (same formula, charge and spin): 127.0 kJ/mol

ORCA input file:
```
! RIJCOSX wB97M-V def2-TZVPD def2/J DEFGRID3
* xyz 1 1
N 0.518 -0.215 0.288
C 0.996 -0.335 -0.938
N 0.400 -0.513 -2.032
H -0.466 -0.299 0.359
H 1.006 0.012 1.307
H 2.077 -0.076 -1.123
H 1.118 -0.660 -2.748
H -0.685 -0.685 -1.979
H -3.022 0.210 -0.638
H -2.930 -1.231 -0.789
O -2.376 -0.497 -0.647
H 0.696 1.367 3.686
H 1.710 1.768 2.472
O 0.959 1.155 2.782
*
```

=====

[2]
C24H38N4O8P2Re | ωB97M-V/def2-TZVPD

HOMO energy (spin up / spin down): -0.5415 / -0.5412 hartree
expectation value of S²: 0.76
LUMO (spin up / spin down): -8.3 / -7.9 eV
molar mass: 758.74 g mol⁻¹

ORCA input file:
```
! RIJCOSX wB97M-V def2-TZVPD def2/J DEFGRID3
* xyz 2 2
Re -0.182 -0.151 0.001
O -2.832 2.893 0.930
P -1.921 1.909 0.142
O -2.024 0.478 0.680
O -0.461 2.259 0.163
O -2.502 1.917 -1.349
P -2.235 0.529 -2.202
O -2.303 1.000 -3.681
O -3.105 -0.561 -1.790
O -0.733 0.243 -1.871
H -3.650 3.165 0.513
H -1.699 1.694 -3.949
C 6.461 -0.941 -2.452
C 5.254 -1.680 -3.054
C 5.017 -1.217 -4.504
C 5.555 -3.181 -3.076
C 4.034 -1.323 -2.243
C 3.633 0.011 -2.080
C 2.508 0.322 -1.345
N 1.723 -0.609 -0.789
C 2.078 -1.911 -0.942
C 3.225 -2.281 -1.625
C 1.076 -2.851 -0.426
C 1.244 -4.219 -0.309
C 0.209 -5.037 0.152
C -1.019 -4.402 0.381
C -1.134 -3.034 0.236
N -0.098 -2.257 -0.096
C 0.411 -6.502 0.442
C 0.458 -6.624 1.980
C 1.717 -7.049 -0.140
C -0.757 -7.337 -0.104
H 7.359 -1.202 -3.004
H 6.604 -1.232 -1.413
H 6.341 0.137 -2.500
H 5.887 -1.476 -5.101
H 4.864 -0.144 -4.571
H 4.150 -1.722 -4.925
H 6.453 -3.348 -3.664
H 4.753 -3.745 -3.548
H 5.744 -3.572 -2.079
H 4.197 0.814 -2.529
H 2.195 1.349 -1.208
H 3.477 -3.324 -1.702
H 2.195 -4.654 -0.560
H -1.884 -4.975 0.676
H -2.081 -2.529 0.372
H 1.286 -6.049 2.389
H 0.600 -7.667 2.249
H -0.465 -6.276 2.434
H 2.593 -6.609 0.329
H 1.763 -6.899 -1.216
H 1.767 -8.120 0.040
H -1.680 -7.156 0.438
H -0.520 -8.393 -0.004
H -0.915 -7.124 -1.158
C -1.964 -0.951 3.288
N -0.897 -0.152 3.839
C -1.194 0.448 5.126
C -0.148 1.470 5.530
C 1.227 0.877 5.258
N 1.310 0.561 3.846
C 2.548 0.823 3.155
C 0.274 -0.004 3.207
O 0.474 -0.479 2.035
H -2.836 -0.327 3.090
H -2.239 -1.736 3.996
H -1.637 -1.395 2.353
H -1.255 -0.354 5.869
H -2.177 0.920 5.060
H -0.263 1.723 6.582
H -0.255 2.383 4.943
H 1.385 -0.032 5.852
H 2.014 1.590 5.505
H 2.849 1.855 3.331
H 2.404 0.658 2.089
H 3.334 0.162 3.520
*
```

=====

[3]
H2O5P2 | ωB97M-V/def2-TZVPD

SMILES string: O=P(O)=P([O-])([O-])O
HOMO energy: 0.0355 hartree
LUMO: 7.3 eV
molar mass: 143.96 g mol⁻¹
energy relative to the best compared isomer or geometry (same formula, charge and spin): 211.8 kJ/mol

ORCA input file:
```
! RIJCOSX wB97M-V def2-TZVPD def2/J DEFGRID3
* xyz -2 1
O -0.767 1.401 -0.017
O 0.994 1.303 1.835
O 1.775 0.831 -0.502
O -1.827 -0.848 0.242
O 0.076 -1.629 -1.131
P -0.412 -1.380 0.466
P 0.661 0.690 0.512
H -1.264 0.506 -0.228
H 0.765 -0.876 -1.177
*
```

=====

[4]
C18H17N7O2PdS2 | ωB97M-V/def2-TZVPD

HOMO energy: 0.0656 hartree
LUMO: 4.3 eV
molar mass: 533.93 g mol⁻¹
energy relative to the best compared isomer or geometry (same formula, charge and spin): 143.8 kJ/mol

ORCA input file:
```
! RIJCOSX wB97M-V def2-TZVPD def2/J DEFGRID3
* xyz -2 1
Pd 1.072 -1.482 -0.191
C -0.901 1.458 -1.245
N 0.172 0.929 -0.418
C 1.059 1.724 0.052
C 2.143 1.259 0.871
C 3.213 2.001 1.403
C 3.991 1.086 2.122
C 3.337 -0.158 1.987
N 2.224 -0.060 1.246
C -1.445 2.809 -0.831
C -1.352 3.929 -1.651
C -1.874 5.157 -1.254
C -2.498 5.280 -0.024
C -2.575 4.171 0.817
C -2.055 2.953 0.416
H -1.715 0.729 -1.203
H -0.562 1.499 -2.286
H 1.031 2.806 -0.140
H 3.393 3.062 1.265
H 4.913 1.280 2.655
H 3.633 -1.107 2.415
H -0.858 3.838 -2.613
H -1.797 6.015 -1.913
H -2.917 6.231 0.284
H -3.055 4.260 1.786
H -2.106 2.088 1.069
N -0.601 -0.601 2.860
C -1.168 -1.728 2.315
N -0.763 -2.259 1.228
C -1.346 -3.470 0.951
C -2.236 -3.895 1.877
S -2.365 -2.745 3.167
C -0.960 -4.066 -0.347
C -1.427 -5.193 -0.928
S -0.718 -5.409 -2.497
C 0.184 -3.866 -2.249
N -0.056 -3.344 -1.096
N 0.936 -3.298 -3.211
H 0.169 -0.285 2.248
H -1.229 0.126 3.155
H -2.860 -4.778 1.871
H -2.120 -5.924 -0.536
H 1.244 -3.860 -3.980
H 1.461 -2.428 -2.937
O 3.317 -2.083 -1.250
N 3.513 -1.360 -2.221
O 2.554 -1.291 -3.040
*
```

=====

Question: Among the records above, which one has the lowest molar mass?
Answer: CH9N2O2